Entry 1:
Below is C31H38F6N4OP2Pt as an isolated structure at a distorted geometry, with properties calculated with ωB97M-V/def2-TZVPD.

XYZ file:
```
83
C31H38F6N4OP2Pt, DFT ωB97M-V/def2-TZVPD
Pt 0.364 -0.682 -0.239
C -2.100 -0.816 -2.572
C -2.780 0.034 -1.791
C -4.061 -0.284 -1.073
C -4.261 -1.730 -0.605
C -2.997 -2.411 -0.155
C -2.040 -2.982 -0.894
C -2.010 -3.250 -2.354
C -2.664 -2.101 -3.115
C 2.129 -1.385 0.763
H -1.121 -0.555 -2.975
H -2.634 1.121 -1.870
H -4.912 0.001 -1.711
H -4.116 0.374 -0.198
H -4.962 -1.697 0.249
H -4.772 -2.326 -1.372
H -2.980 -2.615 0.918
H -1.269 -3.529 -0.368
H -2.460 -4.233 -2.603
H -0.952 -3.330 -2.641
H -2.478 -2.233 -4.193
H -3.743 -2.149 -2.958
H 2.806 -1.536 -0.104
H 2.063 -2.316 1.355
H 2.471 -0.541 1.383
P -0.713 -0.886 1.707
P -0.379 1.389 -0.822
N -0.749 -2.727 1.930
N -0.284 -0.605 3.395
N 0.021 1.459 -2.652
N 0.382 2.993 -0.554
C -2.022 0.419 1.521
C -1.691 1.608 0.555
C 0.012 -3.557 1.100
C -0.349 -4.887 1.319
C -1.296 -4.885 2.383
C -1.524 -3.553 2.743
C 0.975 -0.814 3.969
C 0.843 -0.746 5.352
C -0.535 -0.477 5.650
C -1.207 -0.434 4.440
C 0.978 0.558 -3.157
C 0.890 0.544 -4.554
C -0.091 1.510 -4.920
C -0.656 2.004 -3.741
C 0.164 4.137 -1.341
C 0.564 5.267 -0.639
C 1.065 4.824 0.629
C 0.935 3.441 0.660
H -2.199 0.831 2.528
H -2.938 -0.109 1.211
H -2.597 2.022 0.084
H -1.243 2.439 1.130
H 0.654 -3.130 0.336
H 0.007 -5.714 0.716
H -1.751 -5.757 2.826
H -2.136 -3.120 3.522
H 1.836 -0.927 3.329
H 1.635 -0.894 6.071
H -0.977 -0.321 6.625
H -2.244 -0.237 4.213
H 1.662 0.086 -2.458
H 1.456 -0.097 -5.215
H -0.337 1.834 -5.919
H -1.461 2.708 -3.600
H -0.237 4.055 -2.333
H 0.449 6.293 -0.963
H 1.456 5.450 1.422
H 1.148 2.736 1.446
C 4.071 3.136 -0.720
C 3.939 1.685 -0.187
O 2.796 1.110 -0.470
C 5.178 0.878 -0.841
F 6.393 1.433 -0.505
F 5.218 -0.433 -0.504
F 5.058 0.942 -2.195
C 4.223 1.786 1.406
F 5.089 2.788 1.748
F 3.055 2.056 2.064
F 4.703 0.636 1.944
H 3.823 3.126 -1.786
H 5.082 3.530 -0.566
H 3.336 3.767 -0.212
```

Values from the calculation:
multiplicity: 3
calculated total energy: -78892.433 eV
relative energy (zero: lowest compared OMol25 entry of this formula, charge and spin): 427.8 kJ/mol
gap between HOMO and LUMO (spin up / spin down): 5.669 / 4.886 eV
net charge: 0
F_max: 0.070 Eh/bohr
lowest unoccupied orbital energy (spin up / spin down): -1.4965 / -2.3125 eV
HOMO energy (spin up / spin down): -7.17 / -7.20 eV

***

Entry 2:
Below is C31H38FeN2P2 as an isolated structure at a distorted geometry, with properties calculated with ωB97M-V/def2-TZVPD.

XYZ file:
```
74
C31H38FeN2P2, DFT ωB97M-V/def2-TZVPD
C 0.221 2.265 -4.155
C -1.060 1.804 -3.829
C -1.279 0.884 -2.784
C -0.171 0.419 -2.023
C 1.136 0.840 -2.414
C 1.324 1.760 -3.460
C -2.690 0.365 -2.577
C -2.718 -1.142 -2.265
N -2.948 -1.970 -3.446
Fe -0.261 -0.953 -0.494
C 2.334 0.173 -1.761
P 1.773 -1.579 -1.488
H -1.924 2.156 -4.406
H 2.340 2.067 -3.736
H 0.359 2.987 -4.967
H 2.552 0.590 -0.759
H 3.248 0.249 -2.378
H -3.177 0.883 -1.737
H -3.280 0.583 -3.484
H -1.787 -1.434 -1.716
C 3.139 -2.421 -0.577
C 1.834 -2.324 -3.174
H -3.566 -1.320 -1.573
C -1.783 -2.090 -4.310
C -3.496 -3.271 -3.092
H -0.075 -1.892 1.039
H -2.046 -2.678 -5.207
H -1.452 -1.093 -4.645
H -0.915 -2.592 -3.812
H -3.741 -3.835 -4.009
H -2.797 -3.898 -2.482
H -4.423 -3.133 -2.509
H 2.852 -2.283 -3.602
H 1.496 -3.373 -3.125
H 1.139 -1.758 -3.815
H 4.096 -2.337 -1.122
H 3.244 -1.957 0.418
H 2.892 -3.488 -0.443
H -0.566 -2.380 0.567
N 0.513 0.701 0.235
P 0.353 1.065 1.838
C 1.974 1.884 2.246
C 2.838 1.308 3.215
C 4.092 1.848 3.468
C 4.515 2.973 2.771
C 3.670 3.561 1.821
C 2.406 3.017 1.556
C -1.410 1.661 1.885
C -2.432 0.793 2.334
C -3.760 1.201 2.373
C -4.103 2.481 1.946
C -3.108 3.344 1.472
C -1.764 2.937 1.435
C 0.364 -0.352 3.108
C 1.089 -1.562 3.033
C 1.041 -2.493 4.086
C 0.321 -2.212 5.253
C -0.336 -0.994 5.376
C -0.304 -0.076 4.327
H 2.586 0.429 3.777
H 4.743 1.378 4.199
H 5.497 3.381 2.964
H 4.008 4.432 1.278
H 1.774 3.467 0.802
H -2.218 -0.217 2.651
H -4.528 0.522 2.731
H -5.137 2.797 1.976
H -3.379 4.332 1.131
H -1.009 3.614 1.064
H 1.692 -1.803 2.170
H 1.571 -3.434 4.015
H 0.291 -2.923 6.064
H -0.869 -0.753 6.290
H -0.810 0.868 4.471
```

Values from the calculation:
multiplicity: 5
calculated total energy: -88703.740 eV
gap between HOMO and LUMO (spin up / spin down): 6.246 / 7.049 eV
net charge: 0
F_max: 0.094 Eh/bohr
lowest unoccupied orbital energy (spin up / spin down): 0.4959 / 0.2025 eV
HOMO energy (spin up / spin down): -5.75 / -6.85 eV

***

Entry 3:
Below is C31H38N4PS2Tl as an isolated structure at a distorted geometry, with properties calculated with ωB97M-V/def2-TZVPD.

XYZ file:
```
77
C31H38N4PS2Tl, DFT ωB97M-V/def2-TZVPD
Tl 0.112 -0.339 0.040
C 2.178 3.674 0.868
N 2.060 2.438 0.094
C 1.933 2.733 -1.328
C 0.559 3.293 -1.669
N -0.574 2.347 -1.638
C -1.717 2.957 -0.960
C -0.918 1.880 -2.970
C -1.837 2.638 -3.697
C -2.261 2.298 -4.972
C -1.751 1.147 -5.551
C -0.831 0.387 -4.857
C -0.363 0.714 -3.563
S 0.851 -0.340 -2.899
C 3.142 1.564 0.453
C 4.227 1.401 -0.403
C 5.329 0.627 -0.063
C 5.356 0.007 1.177
C 4.291 0.167 2.048
C 3.160 0.946 1.740
S 1.917 1.128 2.947
H 1.377 4.370 0.614
H 3.144 4.171 0.671
H 2.106 3.432 1.929
H 2.102 1.826 -1.907
H 2.674 3.500 -1.628
H 0.611 3.749 -2.667
H 0.348 4.097 -0.961
H -2.600 2.342 -1.119
H -1.925 3.985 -1.295
H -1.517 2.985 0.111
H -2.243 3.538 -3.254
H -2.979 2.920 -5.494
H -2.076 0.840 -6.541
H -0.431 -0.517 -5.298
H 4.222 1.882 -1.373
H 6.151 0.519 -0.762
H 6.204 -0.610 1.458
H 4.310 -0.310 3.020
C -1.263 0.834 3.655
N -1.596 0.571 2.262
C -2.833 0.521 1.940
C -3.328 0.221 0.632
C -4.682 0.118 0.260
C -4.690 -0.258 -1.082
C -3.337 -0.359 -1.457
N -2.518 -0.074 -0.442
C -1.092 2.313 3.902
C -0.085 3.001 3.225
C 0.055 4.371 3.371
C -0.806 5.078 4.205
C -1.795 4.399 4.899
C -1.937 3.024 4.745
H -0.318 0.326 3.864
H -2.036 0.438 4.330
H -3.612 0.665 2.708
H -5.531 0.299 0.907
H -5.550 -0.441 -1.711
H -2.938 -0.616 -2.431
H 0.590 2.436 2.590
H 0.838 4.897 2.837
H -0.700 6.151 4.320
H -2.464 4.939 5.560
H -2.714 2.502 5.295
C -1.006 -5.479 0.627
P -0.977 -3.616 0.594
C -2.716 -3.372 1.158
C -0.131 -3.345 2.208
H -1.333 -5.852 1.603
H -0.015 -5.879 0.404
H -1.697 -5.832 -0.141
H -2.905 -3.904 2.096
H -3.404 -3.729 0.390
H -2.892 -2.306 1.293
H -0.652 -3.856 3.024
H -0.088 -2.274 2.410
H 0.900 -3.699 2.152
```

Values from the calculation:
calculated total energy: -74377.578 eV
relative energy (zero: lowest compared OMol25 entry of this formula, charge and spin): 133.4 kJ/mol
gap between HOMO and LUMO: 5.768 eV
net charge: -2
F_max: 0.044 Eh/bohr
lowest unoccupied orbital energy: 4.5769 eV
HOMO energy: -1.19 eV

***

Entry 4:
Below is C31H39AsAuBrINO2PSi2 as an isolated structure, with properties calculated with ωB97M-V/def2-TZVPD.

XYZ file:
```
80
C31H39AsAuBrINO2PSi2, DFT ωB97M-V/def2-TZVPD
Au 0.134 -0.356 0.404
N -1.896 2.397 0.872
C -3.088 1.900 0.410
C -4.129 2.808 0.145
C -5.358 2.383 -0.299
C -5.613 1.026 -0.505
C -4.600 0.127 -0.271
C -3.332 0.533 0.178
P -2.101 -0.762 0.347
C -2.554 -1.767 1.786
C -1.722 -2.835 2.127
C -2.027 -3.640 3.208
C -3.160 -3.376 3.971
C -3.978 -2.306 3.649
C -3.678 -1.500 2.556
C -2.329 -1.882 -1.069
C -1.749 -1.551 -2.293
C -1.922 -2.371 -3.396
C -2.667 -3.539 -3.281
C -3.239 -3.880 -2.064
C -3.075 -3.053 -0.960
H -1.238 1.781 1.316
H -1.889 3.349 1.196
H -3.944 3.864 0.307
H -6.134 3.114 -0.485
H -6.579 0.688 -0.852
H -4.781 -0.926 -0.455
H -0.831 -3.031 1.541
H -1.382 -4.471 3.463
H -3.398 -4.002 4.821
H -4.855 -2.092 4.245
H -4.323 -0.665 2.313
H -1.171 -0.638 -2.386
H -1.482 -2.098 -4.346
H -2.805 -4.180 -4.142
H -3.820 -4.788 -1.973
H -3.517 -3.328 -0.011
O 2.244 -0.094 1.178
C 3.057 -1.003 1.242
O 3.038 -2.091 0.537
H 3.884 -0.985 1.957
Br -2.370 4.260 -1.956
C -0.684 4.851 -1.342
C -0.572 6.169 -0.916
C 0.637 6.642 -0.435
C 1.739 5.802 -0.372
C 1.632 4.489 -0.799
C 0.423 4.014 -1.293
I 0.336 2.031 -1.927
H -1.437 6.815 -0.964
H 0.714 7.670 -0.107
H 2.684 6.166 0.007
H 2.488 3.831 -0.755
C 3.639 -5.309 -0.751
Si 1.912 -4.687 -1.047
C 1.254 -4.939 -2.781
C 0.705 -5.421 0.178
As 1.770 -2.313 -0.827
Si 3.082 -1.522 -2.674
C 1.845 -1.343 -4.067
C 3.790 0.109 -2.113
C 4.496 -2.651 -3.129
H 3.642 -6.401 -0.791
H 3.982 -5.013 0.242
H 4.357 -4.940 -1.481
H 1.131 -6.014 -2.942
H 1.919 -4.563 -3.559
H 0.270 -4.482 -2.907
H 0.465 -6.445 -0.122
H -0.234 -4.868 0.219
H 1.132 -5.465 1.183
H 1.076 -0.606 -3.829
H 1.351 -2.286 -4.307
H 2.359 -0.997 -4.967
H 3.038 0.803 -1.743
H 4.282 0.571 -2.974
H 4.553 -0.029 -1.343
H 4.177 -3.637 -3.468
H 5.174 -2.783 -2.284
H 5.068 -2.193 -3.940
```

Values from the calculation:
calculated total energy: -206081.685 eV
relative energy (zero: lowest compared OMol25 entry of this formula, charge and spin): 0.0 kJ/mol
gap between HOMO and LUMO: 8.233 eV
net charge: +1
F_max: 0.013 Eh/bohr
lowest unoccupied orbital energy: -2.1510 eV
HOMO energy: -10.38 eV

***

Entry 5:
Below is a 2-piece molecular cluster, C31H39BClF9N2O2S overall at a distorted geometry, with properties calculated with ωB97M-V/def2-TZVPD.

XYZ file:
```
86
C31H39BClF9N2O2S, DFT ωB97M-V/def2-TZVPD
C 1.434 -2.264 2.788
C 2.526 -1.296 2.496
C 3.415 -1.210 1.121
C 2.915 -2.190 -0.095
C 3.299 -3.801 -0.118
C 2.856 -4.848 -1.301
C 1.988 -4.247 -2.557
C 1.431 -5.155 -3.844
N -0.079 -5.272 -3.773
C -0.561 -5.525 -2.340
C 1.598 -2.655 -2.563
C 2.004 -1.573 -1.355
N 1.600 -0.115 -1.350
C 2.550 0.751 -2.148
O 3.861 0.073 -2.372
C 4.903 1.041 -1.910
C 6.433 0.596 -2.365
C 0.148 0.090 -1.753
C -0.877 1.092 -0.916
C -2.477 1.328 -1.342
C -3.332 2.322 -0.358
F -4.345 3.146 -1.119
F -2.337 3.347 0.140
C -3.942 1.618 0.992
F -4.518 2.758 1.803
F -2.844 1.074 1.877
C -5.181 0.582 0.757
F -6.150 0.985 -0.301
F -5.979 0.601 2.041
C -4.795 -0.976 0.491
F -5.233 -1.893 1.583
F -5.563 -1.424 -0.731
F -3.379 -1.272 0.211
C -3.067 0.554 -2.663
Cl -4.821 0.760 -3.224
C -2.106 -0.453 -3.532
B -2.741 -1.234 -4.839
C -2.886 -0.311 -6.232
O -3.157 -2.667 -4.818
C -0.549 -0.671 -3.070
S 0.610 -1.873 -4.000
H 0.332 -1.923 2.591
H 1.729 -3.294 3.259
H 2.820 -0.530 3.363
H 4.535 -1.534 1.370
H 3.514 -0.108 0.678
H 3.940 -4.252 0.774
H 3.120 -6.001 -1.335
H 1.706 -4.659 -4.880
H 1.867 -6.259 -3.818
H -0.440 -6.034 -4.389
H 0.165 -6.235 -1.730
H -1.625 -6.044 -2.441
H -0.742 -4.488 -1.814
H 2.063 1.146 -3.138
H 2.798 1.695 -1.460
H 4.737 2.119 -2.376
H 4.927 1.163 -0.739
H 7.276 1.152 -1.729
H 6.609 0.763 -3.516
H 6.560 -0.554 -2.094
H -0.423 1.619 0.046
H -2.516 0.793 -5.977
H -4.007 -0.241 -6.567
H -2.153 -0.717 -7.054
H -2.437 -3.248 -5.238
C -0.127 1.795 3.555
C -0.969 3.057 3.669
C -0.136 4.316 3.911
C 0.662 4.331 5.220
C -0.170 4.153 6.492
C -1.179 5.272 6.708
H 0.422 1.589 4.478
H -0.768 0.930 3.353
H 0.595 1.880 2.735
H -1.715 2.929 4.461
H -1.532 3.184 2.736
H -0.801 5.187 3.880
H 0.565 4.445 3.077
H 1.209 5.280 5.282
H 1.428 3.546 5.189
H 0.511 4.129 7.353
H -0.686 3.187 6.484
H -0.677 6.242 6.770
H -1.724 5.110 7.644
H -1.915 5.313 5.901
```

Values from the calculation:
calculated total energy: -88318.235 eV
relative energy (zero: lowest compared OMol25 entry of this formula, charge and spin): 2125.3 kJ/mol
gap between HOMO and LUMO: 6.243 eV
net charge: 0
F_max: 0.104 Eh/bohr
lowest unoccupied orbital energy: -1.0301 eV
SMILES: C=CCc1ccc(CNC)c2c1N(COCC)c1cc(C(F)(F)C(F)(F)C(F)(F)C(F)(F)F)c(Cl)c(B(C)O)c1S2.CCCCCC
HOMO energy: -7.27 eV

***

Entry 6:
Below is C31H40AgNO2P2S as an isolated structure, with properties calculated with ωB97M-V/def2-TZVPD.

XYZ file:
```
78
C31H40AgNO2P2S, DFT ωB97M-V/def2-TZVPD
Ag 0.693 -0.147 0.657
C -1.112 1.928 -2.127
C 0.357 1.795 -2.527
C 1.149 2.997 -2.019
P 0.963 0.186 -1.822
C 2.664 -0.091 -2.499
C 3.690 0.676 -1.661
C 3.012 -1.580 -2.405
C -0.061 -0.991 -2.787
C 0.263 -1.320 -4.096
C -0.458 -2.261 -4.825
C -1.521 -2.896 -4.197
C -1.892 -2.564 -2.912
C -1.213 -1.564 -2.171
N -1.532 -1.146 -0.939
C -2.753 -1.059 -0.424
C -3.977 -1.165 -1.151
C -5.207 -1.078 -0.541
C -5.324 -0.876 0.831
C -4.149 -0.694 1.553
C -2.891 -0.744 0.972
P -1.406 -0.328 1.940
C -1.850 1.210 2.898
C -0.579 2.040 3.089
C -2.582 1.064 4.233
C -1.323 -1.718 3.158
C -1.056 -3.000 2.368
C -0.211 -1.495 4.180
H -1.531 2.851 -2.544
H -1.199 1.971 -1.037
H -1.711 1.084 -2.470
H 0.425 1.732 -3.622
H 1.306 2.925 -0.938
H 0.602 3.921 -2.238
H 2.126 3.073 -2.497
H 2.718 0.247 -3.544
H 3.679 0.305 -0.635
H 3.501 1.744 -1.601
H 4.690 0.519 -2.080
H 2.916 -1.912 -1.365
H 4.056 -1.724 -2.704
H 2.381 -2.207 -3.031
H 1.116 -0.835 -4.560
H -0.181 -2.504 -5.844
H -2.082 -3.664 -4.724
H -2.725 -3.081 -2.449
H -3.933 -1.309 -2.224
H -6.100 -1.177 -1.154
H -6.290 -0.834 1.320
H -4.224 -0.507 2.617
H -2.509 1.738 2.199
H 0.145 1.542 3.738
H -0.820 3.004 3.547
H -0.052 2.221 2.151
H -1.973 0.529 4.965
H -3.537 0.544 4.156
H -2.781 2.056 4.652
H -2.295 -1.809 3.663
H -0.098 -2.924 1.846
H -1.834 -3.187 1.626
H -1.004 -3.856 3.048
H 0.751 -1.406 3.669
H -0.158 -2.351 4.862
H -0.356 -0.595 4.780
O 2.610 2.523 3.197
C 2.759 1.860 2.152
O 2.057 1.918 1.098
C 4.008 0.976 2.069
C 5.211 1.650 2.262
C 6.444 1.027 2.146
C 6.477 -0.327 1.846
C 5.292 -1.020 1.681
C 4.035 -0.404 1.790
S 2.637 -1.461 1.627
H 5.146 2.702 2.518
H 7.361 1.589 2.291
H 7.423 -0.851 1.742
H 5.310 -2.080 1.456
```

Values from the calculation:
calculated total energy: -71796.863 eV
gap between HOMO and LUMO: 5.968 eV
net charge: -2
F_max: 0.007 Eh/bohr
lowest unoccupied orbital energy: 4.7966 eV
HOMO energy: -1.17 eV